# 1
Density functional theory data (ωB97M-V with the def2-TZVPD basis set) for the molecule C25H24N4 at a distorted geometry.

energy = -32273.876 eV
E_LUMO = 0.495 eV
max |F| = 3.72 eV/Å
SMILES string = Cn1cc([C@H](c2cc3c4c(c2)CCCN4CCC3)C(C#N)C#N)c2ccccc21

Each line ends with the natural charge from an NBO analysis.
CARTESIAN COORDINATES (ANGSTROEM)
C  6.014  0.510  -0.106  -0.40
N  4.569  0.471  -0.002  -0.36
C  3.667  1.408  -0.464  0.01
C  2.361  0.928  -0.377  -0.13
C  1.147  1.766  -0.778  -0.22
C  -0.164  1.067  -0.448  -0.09
C  -0.373  -0.238  -0.864  -0.13
C  -1.566  -0.881  -0.580  -0.10
C  -2.566  -0.167  0.130  0.25
C  -2.341  1.154  0.586  -0.08
C  -1.123  1.743  0.298  -0.18
C  -3.387  1.930  1.305  -0.41
C  -4.467  1.047  1.895  -0.41
C  -4.891  -0.009  0.911  -0.19
N  -3.764  -0.759  0.393  -0.44
C  -4.130  -2.018  -0.217  -0.20
C  -2.941  -2.956  -0.340  -0.40
C  -1.785  -2.263  -1.055  -0.43
C  1.090  2.596  -2.083  -0.42
C  0.136  2.165  -3.132  0.29
N  -0.618  2.242  -4.025  -0.28
C  2.384  2.838  -2.694  0.31
N  3.425  3.214  -3.081  -0.29
C  2.490  -0.328  0.429  -0.01
C  1.691  -1.205  1.169  -0.22
C  2.227  -2.355  1.793  -0.25
C  3.596  -2.653  1.734  -0.21
C  4.443  -1.747  1.080  -0.25
C  3.883  -0.618  0.498  0.13
H  6.414  -0.469  0.191  0.21
H  6.315  0.704  -1.144  0.21
H  6.447  1.289  0.537  0.20
H  4.039  2.379  -0.769  0.23
H  1.235  2.579  -0.024  0.22
H  0.414  -0.795  -1.376  0.22
H  -0.892  2.753  0.640  0.20
H  -3.821  2.648  0.594  0.21
H  -2.917  2.536  2.085  0.22
H  -5.323  1.654  2.168  0.21
H  -4.096  0.566  2.798  0.20
H  -5.431  0.459  0.073  0.17
H  -5.573  -0.726  1.381  0.20
H  -4.925  -2.466  0.398  0.20
H  -4.553  -1.829  -1.222  0.17
H  -2.630  -3.259  0.668  0.20
H  -3.255  -3.851  -0.885  0.22
H  -1.986  -2.229  -2.133  0.21
H  -0.875  -2.859  -0.936  0.22
H  0.638  3.604  -1.829  0.30
H  0.628  -1.038  1.288  0.22
H  1.597  -3.076  2.319  0.21
H  4.030  -3.555  2.191  0.22
H  5.516  -1.899  1.012  0.21

# 2
Density functional theory data (ωB97M-V with the def2-TZVPD basis set) for a structure of composition C25H25AsCsN3O6S2.

energy = -126144.605 eV
E_LUMO = 3.332 eV
total charge = -2
max |F| = 0.78 eV/Å

Each line ends with the natural charge from an NBO analysis.
CARTESIAN COORDINATES (ANGSTROEM)
Cs  0.566  -0.972  0.192  0.92
O  4.327  -2.533  2.014  -1.08
As  3.914  -0.767  1.961  1.61
O  2.353  -0.704  2.469  -1.25
O  3.578  -0.789  0.035  -0.86
C  4.502  -1.279  -0.799  0.45
C  5.868  -1.012  -0.602  -0.33
C  6.832  -1.491  -1.472  -0.21
C  6.467  -2.245  -2.576  -0.29
C  5.121  -2.505  -2.792  -0.17
C  4.137  -2.036  -1.929  -0.43
S  2.433  -2.436  -2.336  2.42
O  2.524  -3.223  -3.553  -1.02
O  1.773  -1.145  -2.517  -1.05
O  1.914  -3.177  -1.186  -1.04
H  3.538  -3.027  1.754  0.48
H  6.159  -0.421  0.256  0.21
H  7.877  -1.270  -1.280  0.19
H  7.215  -2.623  -3.264  0.19
H  4.794  -3.082  -3.646  0.24
C  -2.708  3.167  -0.768  -0.41
N  -3.002  2.090  0.146  -0.43
C  -3.765  2.572  1.273  -0.42
C  -3.705  1.012  -0.566  -0.24
C  -3.999  -0.226  0.255  -0.13
C  -5.275  -0.339  0.819  -0.26
C  -5.625  -1.461  1.561  -0.28
C  -4.677  -2.464  1.720  -0.26
C  -3.414  -2.325  1.141  -0.29
C  -3.000  -1.218  0.374  -0.36
H  -3.625  3.597  -1.219  0.14
H  -2.070  2.804  -1.576  0.21
H  -2.182  3.974  -0.250  0.18
H  -4.738  3.008  0.966  0.14
H  -3.201  3.349  1.798  0.17
H  -3.964  1.752  1.961  0.23
H  -3.068  0.717  -1.402  0.21
H  -4.648  1.427  -0.980  0.13
H  -6.006  0.456  0.673  0.17
H  -6.615  -1.552  1.997  0.18
H  -4.925  -3.358  2.288  0.18
H  -2.717  -3.152  1.293  0.17
S  2.110  6.587  -0.056  0.27
C  1.609  4.876  0.008  -0.16
C  2.284  3.913  -0.724  -0.25
C  1.842  2.598  -0.641  0.05
N  0.807  2.233  0.110  -0.40
C  0.173  3.159  0.817  0.06
C  0.539  4.499  0.804  -0.28
C  1.479  7.043  -1.649  -0.13
C  2.226  7.879  -2.466  -0.28
C  1.689  8.277  -3.682  0.04
N  0.499  7.891  -4.133  -0.43
C  -0.199  7.072  -3.344  0.04
C  0.232  6.632  -2.104  -0.27
H  3.131  4.174  -1.345  0.22
H  2.339  1.803  -1.189  0.23
H  -0.676  2.812  1.397  0.22
H  -0.001  5.230  1.391  0.22
H  3.212  8.207  -2.164  0.22
H  2.258  8.932  -4.334  0.18
H  -1.163  6.752  -3.724  0.19
H  -0.385  5.966  -1.513  0.24

# 3
Density functional theory data (ωB97M-V with the def2-TZVPD basis set) for a structure of composition C25H25BrF6GaN6O8S2 at a distorted geometry.

energy = -212039.242 eV
E_LUMO = -2.921 eV
total charge = +1
max |F| = 1.89 eV/Å

Each line ends with the Mulliken charge.
CARTESIAN COORDINATES (ANGSTROEM)
Ga  0.426  -0.392  1.112  1.25
C  3.326  2.107  4.563  -1.04
N  2.930  0.897  3.875  0.17
C  4.013  0.011  3.504  -1.00
C  1.700  0.644  3.493  0.91
O  1.367  -0.433  2.937  -0.61
C  0.626  1.698  3.741  -1.30
O  -0.576  1.345  3.106  -0.25
C  -1.481  0.556  3.850  -1.28
C  -1.621  -0.828  3.216  0.96
O  -1.134  -1.042  2.080  -0.35
N  -2.253  -1.788  3.854  0.09
C  -2.267  -3.121  3.280  -1.08
C  -2.973  -1.646  5.099  -1.18
H  4.252  1.915  5.103  0.40
H  2.574  2.429  5.279  0.37
H  3.505  2.915  3.851  0.34
H  4.364  -0.540  4.379  0.34
H  4.830  0.612  3.105  0.42
H  3.663  -0.683  2.740  0.27
H  0.944  2.643  3.287  0.47
H  0.463  1.847  4.816  0.55
H  -2.455  1.067  3.821  0.44
H  -1.154  0.464  4.891  0.63
H  -1.373  -3.275  2.675  0.33
H  -3.138  -3.254  2.638  0.36
H  -2.298  -3.848  4.088  0.42
H  -3.237  -0.615  5.309  0.46
H  -2.385  -2.037  5.933  0.35
H  -3.892  -2.227  5.028  0.42
Br  -4.245  -1.203  -5.127  -0.17
C  -2.857  0.071  -5.166  -0.16
C  -3.141  1.381  -5.538  -0.51
C  -2.141  2.328  -5.506  -0.20
C  -0.863  1.979  -5.043  -0.38
C  -0.573  0.638  -4.750  0.09
C  -1.569  -0.315  -4.822  -0.35
N  0.068  3.005  -4.972  -0.41
N  0.988  3.058  -4.166  -0.52
C  1.214  2.297  -3.046  0.24
C  2.478  1.758  -2.836  -0.23
C  2.803  1.049  -1.683  -0.64
C  1.864  0.880  -0.682  0.27
O  2.083  0.180  0.440  -0.44
C  0.595  1.482  -0.835  0.32
N  -0.283  1.283  0.173  0.02
C  -1.482  1.826  0.135  -0.08
C  -1.863  2.647  -0.919  -1.25
C  -1.007  2.839  -1.984  -0.96
C  0.250  2.223  -1.993  0.78
H  -4.137  1.640  -5.864  0.44
H  -2.336  3.350  -5.797  0.50
H  0.434  0.334  -4.506  0.57
H  -1.347  -1.349  -4.601  0.64
H  3.205  1.836  -3.628  0.46
H  3.780  0.605  -1.568  0.49
H  -2.142  1.598  0.961  0.42
H  -2.838  3.102  -0.905  0.45
H  -1.313  3.468  -2.805  0.66
F  -0.686  -4.480  -1.539  -0.15
C  -1.338  -3.342  -1.439  0.20
F  -2.087  -3.130  -2.508  -0.12
F  -2.152  -3.453  -0.379  -0.15
S  -0.394  -1.758  -1.040  0.84
O  0.383  -2.113  0.176  -0.59
O  -1.464  -0.864  -0.729  -0.70
N  0.498  -1.184  -2.153  0.01
S  1.287  -2.159  -3.150  1.02
O  1.963  -1.397  -4.136  -0.66
O  0.427  -3.230  -3.525  -0.65
C  2.574  -2.928  -2.027  0.66
F  3.094  -2.012  -1.212  -0.19
F  3.566  -3.511  -2.680  -0.24
F  1.956  -3.843  -1.279  -0.19

# 4
Density functional theory data (ωB97M-V with the def2-TZVPD basis set) for the molecule C25H25FN4O4.

energy = -43201.799 eV
E_LUMO = 0.479 eV
max |F| = 0.78 eV/Å
SMILES string = CCCCc1ccc(N2C(=O)[C@H]3[C@@H](C2=O)[C@]2(N[C@@H]3CC(N)=O)C(=O)Nc3ccc(F)cc32)cc1

Each line ends with the natural charge from an NBO analysis.
CARTESIAN COORDINATES (ANGSTROEM)
C  -7.779  -2.064  -0.819  -0.61
C  -7.424  -0.586  -0.706  -0.39
C  -5.921  -0.336  -0.585  -0.38
C  -5.330  -0.844  0.736  -0.42
C  -3.872  -0.501  0.814  -0.01
C  -2.918  -1.346  0.259  -0.23
C  -1.576  -1.019  0.281  -0.13
C  -1.174  0.169  0.873  0.10
N  0.205  0.515  0.910  -0.49
C  0.678  1.743  0.502  0.75
O  0.001  2.641  0.068  -0.59
C  2.183  1.766  0.694  -0.35
C  2.531  0.319  1.009  -0.31
C  1.208  -0.383  1.222  0.71
O  1.050  -1.522  1.572  -0.55
C  3.221  -0.180  -0.307  0.01
N  3.827  0.995  -0.896  -0.59
C  2.957  2.133  -0.611  -0.05
C  3.796  3.398  -0.503  -0.51
C  3.108  4.726  -0.186  0.67
N  1.794  4.825  -0.450  -0.83
O  3.762  5.659  0.232  -0.63
C  2.150  -0.757  -1.264  0.70
O  1.194  -0.179  -1.716  -0.59
N  2.476  -2.058  -1.491  -0.61
C  3.633  -2.439  -0.829  0.24
C  4.266  -3.666  -0.819  -0.25
C  5.431  -3.791  -0.076  -0.25
C  5.921  -2.703  0.624  0.38
F  7.056  -2.847  1.336  -0.32
C  5.292  -1.465  0.626  -0.25
C  4.137  -1.348  -0.114  -0.05
C  -2.110  1.026  1.432  -0.21
C  -3.450  0.689  1.393  -0.16
H  -8.847  -2.183  -0.991  0.21
H  -7.524  -2.600  0.091  0.20
H  -7.246  -2.520  -1.651  0.20
H  -7.933  -0.155  0.159  0.19
H  -7.789  -0.068  -1.596  0.20
H  -5.732  0.738  -0.659  0.21
H  -5.403  -0.818  -1.417  0.20
H  -5.454  -1.926  0.800  0.21
H  -5.867  -0.384  1.568  0.21
H  -3.230  -2.273  -0.199  0.21
H  -0.843  -1.675  -0.159  0.22
H  2.431  2.462  1.498  0.26
H  3.199  0.168  1.857  0.25
H  4.750  1.143  -0.496  0.37
H  2.245  2.211  -1.440  0.23
H  4.315  3.546  -1.454  0.25
H  4.567  3.267  0.263  0.22
H  1.179  4.035  -0.586  0.42
H  1.358  5.704  -0.222  0.40
H  1.931  -2.669  -2.080  0.42
H  3.871  -4.506  -1.368  0.22
H  5.963  -4.728  -0.033  0.24
H  5.711  -0.647  1.191  0.23
H  -1.792  1.951  1.888  0.22
H  -4.178  1.359  1.826  0.20